ORCA calculation (ωB97M-V with the def2-TZVPD basis set) on a 15-piece molecular cluster, C3H36NO14 overall at a distorted geometry.

## Properties
Gap between HOMO and LUMO, eV: 8.62
E_tot, a.u.: -1243.69201
LUMO energy, eV: -2.56

The geometry in ORCA input format:
```
! wB97M-V def2-TZVPD RIJCOSX def2/J DEFGRID3
* xyz 1 1
C 1.32 0.97 -4.25
C 0.49 0.77 -2.90
C -0.84 0.71 -2.83
N 1.46 0.80 -1.82
H 2.19 0.32 -4.21
H 0.74 0.64 -4.99
H 1.62 2.02 -4.17
H -1.27 0.88 -1.92
H -1.50 0.87 -3.66
H 1.09 0.25 -1.05
H 2.39 0.46 -2.01
H -2.89 -1.21 -3.18
H -3.50 2.00 2.65
H -2.43 1.61 1.51
O -2.92 1.27 2.27
H -0.04 -2.68 -2.51
H -1.25 -3.47 -3.12
O -0.92 -2.98 -2.38
H 0.24 0.25 1.78
H 1.66 -0.12 1.37
O 0.92 0.34 1.07
H 3.40 -1.84 0.38
H 4.00 -1.08 -1.09
O 3.41 -1.68 -0.60
H -1.40 -3.35 -0.71
H -3.10 -2.71 -1.00
O -2.48 -3.27 -0.37
H -1.54 -1.91 2.23
H -2.30 -2.98 2.87
O -2.12 -2.62 1.98
H 0.83 3.85 -2.29
H 0.31 2.51 -1.66
O 0.37 3.42 -1.56
H 3.53 -1.67 2.65
H 2.50 -0.79 3.32
O 2.76 -1.12 2.49
H 1.95 1.72 3.17
H 2.10 1.11 4.49
O 1.69 0.95 3.65
H 0.83 -2.01 0.03
H 1.92 -1.90 -1.03
O 0.91 -2.16 -0.96
H 1.02 2.17 1.20
H 1.24 3.80 1.60
O 1.31 2.88 1.81
H -1.12 3.43 1.73
H -1.19 3.46 0.16
O -1.73 3.34 1.02
H -2.42 -2.80 0.60
H -1.91 -1.37 -2.06
O -2.81 -1.30 -2.21
H -1.73 0.77 3.31
H -0.17 0.90 3.47
O -0.87 0.25 3.14
*
```

Löwdin atomic charge list, values in e, 8 entries:
1. C -0.004
2. C -0.381
3. C 0.007
4. N 0.070
5. H 0.071
6. H 0.020
7. H 0.092
8. H 0.040

---

ORCA calculation (ωB97M-V with the def2-TZVPD basis set) on a 15-piece molecular cluster, C3H38N2O15 overall at a distorted geometry.

## Properties
Gap between HOMO and LUMO, eV: 9.67
E_tot, a.u.: -1375.23084
LUMO energy, eV: -0.10

The geometry in ORCA input format:
```
! wB97M-V def2-TZVPD RIJCOSX def2/J DEFGRID3
* xyz 0 1
N 0.24 0.29 2.58
C -0.55 -0.20 1.46
C 0.37 -0.50 0.26
O 0.82 -1.90 0.38
C -1.60 0.83 0.98
N -2.33 0.33 -0.17
H -0.34 0.38 3.42
H 0.94 -0.40 2.84
H -0.97 -1.20 1.64
H 1.30 0.07 0.17
H -0.30 -0.48 -0.60
H 1.42 -1.98 1.12
H -1.13 1.79 0.77
H -2.22 0.98 1.88
H -3.06 -0.32 0.07
H -2.74 1.08 -0.71
H 0.53 -2.80 -1.07
H 0.56 -3.16 -2.61
O 0.30 -3.47 -1.74
H 3.87 -0.79 0.20
H 3.57 0.73 0.34
O 4.15 0.09 -0.09
H 2.03 2.91 1.43
H 1.32 1.52 1.66
O 1.98 2.00 1.12
H 1.60 -1.41 -1.79
H 0.81 -0.79 -2.90
O 1.73 -1.05 -2.67
H 1.49 2.16 -1.80
H 0.82 2.24 -0.38
O 0.65 2.39 -1.32
H -2.06 -3.12 2.46
H -3.59 -3.05 2.46
O -2.83 -3.09 3.05
H -0.24 5.61 -0.25
H 0.54 4.25 -0.51
O 0.36 4.96 0.12
H -1.72 -1.76 4.15
H -2.39 -0.46 4.58
O -1.53 -0.85 4.42
H -1.60 -0.47 -2.23
H -0.98 0.47 -3.30
O -0.87 -0.40 -2.86
H -1.41 -3.15 -0.28
H -2.56 -4.08 -0.49
O -2.02 -3.71 0.21
H -2.46 1.88 -2.83
H -3.83 1.35 -3.52
O -3.33 1.51 -2.72
H 3.42 -2.66 2.80
H 3.67 -1.36 3.39
O 3.15 -2.15 3.58
H -0.58 3.03 -4.09
H -0.42 2.44 -2.66
O -0.74 2.24 -3.57
H 2.63 0.47 -2.54
H 3.36 1.35 -1.50
O 2.81 1.40 -2.30
*
```

Löwdin atomic charge list, values in e, 8 entries:
1. N 0.047
2. C -0.356
3. C -0.158
4. O -0.102
5. C -0.204
6. N 0.028
7. H 0.063
8. H 0.083

---

ORCA calculation (ωB97M-V with the def2-TZVPD basis set) on a 17-piece molecular cluster, C3H39O17 overall at a distorted geometry.

## Properties
Gap between HOMO and LUMO, eV: 7.97
E_tot, a.u.: -1416.80516
LUMO energy, eV: 2.30

The geometry in ORCA input format:
```
! wB97M-V def2-TZVPD RIJCOSX def2/J DEFGRID3
* xyz -1 1
C -1.27 -0.47 0.28
C 0.20 -0.46 0.71
C 1.04 -1.53 0.02
O 0.80 0.82 0.46
H -1.73 -1.38 0.47
H -1.51 -0.33 -0.76
H -1.75 0.34 0.82
H 0.17 -0.59 1.81
H 2.03 -1.65 0.35
H 1.26 -1.34 -1.01
H 0.62 -2.52 0.17
O -3.66 0.41 2.51
H -2.91 0.18 3.07
H -3.37 0.06 1.68
O -3.21 3.19 0.44
H -2.68 2.83 -0.22
H -3.83 2.51 0.53
O 2.37 -1.46 2.97
H 2.02 -1.07 3.76
H 1.58 -1.77 2.54
O 4.04 -0.96 -1.21
H 4.97 -0.83 -1.47
H 4.21 -1.32 -0.37
O -1.41 0.25 4.03
H -1.00 0.82 3.37
H -1.52 0.88 4.71
O 1.42 0.18 -2.83
H 1.58 0.05 -1.90
H 2.20 0.22 -3.30
O 2.98 1.60 -0.85
H 3.55 0.83 -0.96
H 2.17 1.13 -0.47
O -1.04 2.30 -1.14
H -1.27 1.80 -1.97
H -0.42 1.73 -0.68
O -0.49 2.35 2.43
H -1.37 2.57 2.61
H -0.36 1.83 1.64
O 2.71 1.31 2.28
H 2.04 1.19 1.59
H 2.66 0.38 2.49
O -4.29 0.60 -0.55
H -4.43 1.22 -1.25
H -4.89 0.82 0.11
O -1.95 1.04 -3.13
H -2.55 1.05 -3.86
H -1.29 0.47 -3.47
O -4.05 -1.19 -2.48
H -3.55 -0.41 -2.55
H -4.35 -0.96 -1.58
O 2.85 -3.18 -2.33
H 3.25 -2.32 -2.15
H 2.20 -2.91 -2.93
O 4.85 -1.29 1.43
H 4.97 -0.36 1.13
H 4.15 -1.27 2.05
O -0.85 -1.85 -2.72
H -1.66 -2.01 -2.16
H -0.23 -1.52 -2.12
*
```

Löwdin atomic charge list, values in e, 8 entries:
1. C -0.055
2. C -0.481
3. C -0.055
4. O -0.322
5. H 0.066
6. H 0.050
7. H 0.052
8. H 0.109

---

ORCA calculation (ωB97M-V with the def2-TZVPD basis set) on C3H3AgO3 as an isolated structure at a distorted geometry.

## Properties
Gap between HOMO and LUMO (spin up / spin down), eV: 5.10 / 5.09
E_tot, a.u.: -488.66461
LUMO energy (spin up / spin down), eV: -2.14 / -2.14

The geometry in ORCA input format:
```
! wB97M-V def2-TZVPD RIJCOSX def2/J DEFGRID3
* xyz 0 1
C -1.37 0.68 -0.13
O 0.75 -0.66 -0.08
C 0.96 0.61 -0.03
C -1.25 -0.67 0.25
O -0.13 1.36 0.13
O 2.09 1.07 0.18
H -1.65 0.86 -1.17
H -1.16 -0.90 1.32
H -1.69 -1.41 -0.41
Ag 3.43 -0.94 -0.07
*
```

Löwdin atomic charge list, values in e, 8 entries:
1. C -0.164
2. O -0.116
3. C -0.757
4. C 0.010
5. O -0.005
6. O -0.057
7. H 0.084
8. H 0.084

---

ORCA calculation (ωB97M-V with the def2-TZVPD basis set) on C3H3AlLiO3 as an isolated structure at a distorted geometry.

## Properties
Gap between HOMO and LUMO (spin up / spin down), eV: 5.29 / 5.29
E_tot, a.u.: -590.45967
LUMO energy (spin up / spin down), eV: -19.28 / -19.28

The geometry in ORCA input format:
```
! wB97M-V def2-TZVPD RIJCOSX def2/J DEFGRID3
* xyz 3 1
O -0.45 -0.30 0.82
C -0.22 -0.89 -0.45
C 1.02 -0.79 -0.96
O -0.11 1.73 -0.06
C -0.40 1.10 0.95
O -0.44 1.39 2.16
Al -0.76 -0.38 2.55
H -1.05 -1.50 -0.81
H 1.24 -1.26 -1.91
H 1.88 -0.41 -0.40
Li -0.71 1.31 -1.90
*
```

Löwdin atomic charge list, values in e, 8 entries:
1. O -0.027
2. C -0.070
3. C 0.238
4. O 0.166
5. C -0.548
6. O 0.250
7. Al 1.631
8. H 0.174

---

ORCA calculation (ωB97M-V with the def2-TZVPD basis set) on C3H3AuFO2 as an isolated structure at a distorted geometry.

## Properties
Gap between HOMO and LUMO (spin up / spin down), eV: 9.03 / 4.52
⟨S²⟩: 2.009
E_tot, a.u.: -500.40576
LUMO energy (spin up / spin down), eV: -17.50 / -21.99

The geometry in ORCA input format:
```
! wB97M-V def2-TZVPD RIJCOSX def2/J DEFGRID3
* xyz 3 3
H -0.56 -0.91 0.75
H -0.41 -1.32 -1.08
O -1.68 0.23 -0.59
C -1.05 -1.10 -0.23
C -1.91 1.36 -0.58
H -1.91 -1.76 -0.14
O 0.60 1.44 0.61
C 1.61 0.85 0.32
F 1.86 -0.36 0.99
Au 3.44 1.57 -0.04
*
```

Löwdin atomic charge list, values in e, 8 entries:
1. H 0.125
2. H 0.138
3. O 0.047
4. C 0.171
5. C 0.408
6. H 0.154
7. O 0.423
8. C -0.227

---

ORCA calculation (ωB97M-V with the def2-TZVPD basis set) on a 2-piece molecular cluster, C3H3BN2O overall at a distorted geometry.

## Properties
Gap between HOMO and LUMO, eV: 6.53
E_tot, a.u.: -325.53700
LUMO energy, eV: -0.45

The geometry in ORCA input format:
```
! wB97M-V def2-TZVPD RIJCOSX def2/J DEFGRID3
* xyz 0 1
B -2.10 0.78 0.10
C -0.59 -2.91 -0.39
C -3.23 0.13 0.63
C 0.09 1.81 -0.30
N -0.46 -2.27 -1.37
N -4.14 -0.46 1.03
O -1.10 1.39 -0.24
H 0.97 1.08 -0.39
H 0.32 2.74 -0.75
H -0.92 -3.31 0.58
*
```

Löwdin atomic charge list, values in e, 8 entries:
1. B -0.222
2. C -0.075
3. C -0.126
4. C -0.065
5. N 0.053
6. N 0.167
7. O 0.065
8. H 0.094

---

ORCA calculation (ωB97M-V with the def2-TZVPD basis set) on C3H3Br2F as an isolated structure at a distorted geometry.

## Properties
Gap between HOMO and LUMO (spin up / spin down), eV: 8.65 / 7.52
E_tot, a.u.: -5363.86128
LUMO energy (spin up / spin down), eV: 0.17 / -0.70

The geometry in ORCA input format:
```
! wB97M-V def2-TZVPD RIJCOSX def2/J DEFGRID3
* xyz 0 1
C 0.62 0.21 -0.45
C 0.78 -0.38 0.87
C -0.99 0.31 -0.73
F 1.06 -1.65 0.71
Br -1.96 -1.23 -0.39
Br -1.71 1.93 -0.02
H 0.87 1.28 -0.58
H 0.96 -0.49 -1.15
H 0.36 0.03 1.73
*
```

Löwdin atomic charge list, values in e, 8 entries:
1. C -0.300
2. C -0.202
3. C -1.112
4. F 0.036
5. Br 0.690
6. Br 0.613
7. H 0.089
8. H 0.091

---

Energy relative to the best compared isomer or geometry (same formula, charge and spin)
In order: 501.9, 0.0, 260.6, 236.1, 0.0, 0.0, 524.4, 259.0
Unit: kJ/mol